[1]
{"formula": "C39H58Br2NO31PS6", "method": "wB97M-V/def2-TZVPD", "multiplicity": 1, "total_energy_ha": -11786.41404, "fmax_ev_per_a": 3.21, "smiles": "CCOP(=O)(CCCc1c(OC#N)ccc2c1C(=O)C(OC[C@@H](C)C(C)C)=C(/C(Br)=C(\\C)Br)C2=O)OCC.O=S1(=O)OCCO1.O=S1(=O)OCCO1.O=S1(=O)OCCO1.O=S1(=O)OCCO1.O=S1(=O)OCCO1.O=S1(=O)OCCO1", "gap_ev": 7.77, "symbols": ["C", "C", "O", "P", "O", "C", "C", "C", "C", "C", "O", "C", "N", "C", "C", "C", "C", "C", "O", "C", "O", "C", "C", "C", "C", "C", "C", "C", "C", "Br", "C", "C", "Br", "C", "O", "O", "C", "C", "H", "H", "H", "H", "H", "H", "H", "H", "H", "H", "H", "H", "H", "H", "H", "H", "H", "H", "H", "H", "H", "H", "H", "H", "H", "H", "H", "H", "H", "H", "H", "H", "H", "H", "O", "S", "O", "O", "C", "C", "O", "H", "H", "H", "H", "O", "S", "O", "O", "C", "C", "O", "H", "H", "H", "H", "O", "S", "O", "O", "C", "C", "O", "H", "H", "H", "H", "O", "S", "O", "O", "C", "C", "O", "H", "H", "H", "H", "O", "S", "O", "O", "C", "C", "O", "H", "H", "H", "H", "O", "S", "O", "O", "C", "C", "O", "H", "H", "H", "H"], "xyz": [[-7.991, -2.847, 0.233], [-6.871, -3.710, -0.320], [-5.794, -3.753, 0.660], [-4.692, -4.904, 0.506], [-3.423, -4.406, 1.073], [-4.388, -5.211, -1.248], [-3.430, -6.402, -1.469], [-2.035, -5.943, -1.908], [-2.037, -5.006, -3.105], [-2.846, -5.201, -4.217], [-3.708, -6.341, -4.292], [-4.942, -5.967, -4.502], [-6.021, -5.621, -4.754], [-2.876, -4.346, -5.307], [-2.089, -3.202, -5.303], [-1.277, -2.980, -4.205], [-1.222, -3.868, -3.131], [-0.256, -3.545, -2.020], [0.386, -4.429, -1.507], [-0.139, -2.084, -1.698], [0.049, -1.579, -0.482], [-0.026, -2.489, 0.645], [0.463, -1.696, 1.864], [-0.132, -2.331, 3.131], [2.001, -1.595, 1.882], [2.706, -2.880, 2.374], [2.382, -0.436, 2.856], [-0.233, -1.232, -2.740], [-0.163, 0.230, -2.517], [1.513, 0.995, -2.103], [-1.298, 0.924, -2.597], [-2.612, 0.271, -2.946], [-1.288, 2.793, -2.284], [-0.415, -1.746, -4.126], [0.092, -1.240, -5.098], [-5.076, -6.256, 1.275], [-6.465, -6.593, 1.437], [-6.952, -7.612, 0.403], [-7.544, -1.998, 0.751], [-8.573, -3.428, 0.950], [-8.625, -2.500, -0.583], [-6.505, -3.346, -1.282], [-7.230, -4.733, -0.484], [-5.344, -5.403, -1.748], [-3.995, -4.269, -1.637], [-3.901, -7.115, -2.140], [-3.295, -6.951, -0.532], [-1.624, -5.391, -1.065], [-1.400, -6.817, -2.075], [-3.497, -4.537, -6.174], [-2.099, -2.522, -6.145], [0.622, -3.356, 0.538], [-1.073, -2.746, 0.820], [0.088, -0.672, 1.759], [0.302, -3.313, 3.320], [-1.199, -2.495, 2.963], [0.006, -1.671, 3.985], [2.414, -1.293, 0.917], [3.030, -2.778, 3.412], [2.087, -3.779, 2.333], [3.619, -3.049, 1.799], [1.589, -0.296, 3.594], [3.287, -0.664, 3.421], [2.536, 0.508, 2.334], [-2.603, -0.059, -3.990], [-3.399, 1.019, -2.868], [-2.815, -0.591, -2.311], [-7.130, -5.730, 1.496], [-6.537, -7.086, 2.408], [-7.319, -7.143, -0.511], [-7.790, -8.146, 0.858], [-6.161, -8.340, 0.228], [2.723, 4.585, 3.883], [3.618, 3.693, 3.251], [4.190, 2.595, 3.947], [4.786, 4.453, 2.470], [4.781, 4.130, 1.082], [3.338, 3.808, 0.774], [2.887, 3.109, 1.931], [5.422, 3.259, 0.928], [5.162, 4.965, 0.499], [3.232, 3.192, -0.115], [2.736, 4.713, 0.661], [4.510, 6.418, 3.941], [5.747, 7.110, 4.022], [6.935, 6.572, 3.455], [6.017, 7.488, 5.549], [6.186, 8.915, 5.679], [5.359, 9.506, 4.561], [5.558, 8.596, 3.462], [7.237, 9.146, 5.554], [5.853, 9.246, 6.660], [5.669, 10.513, 4.282], [4.296, 9.514, 4.809], [8.986, 10.035, 5.553], [9.353, 9.484, 6.810], [8.550, 9.625, 7.969], [10.838, 9.989, 7.131], [11.709, 8.866, 7.322], [11.110, 7.771, 6.464], [9.694, 7.939, 6.618], [11.697, 8.598, 8.380], [12.722, 9.122, 7.025], [11.408, 6.776, 6.780], [11.357, 7.907, 5.410], [-8.257, -2.820, -3.147], [-8.932, -3.935, -3.714], [-8.223, -4.983, -4.349], [-10.082, -3.381, -4.687], [-11.362, -3.875, -4.278], [-11.235, -4.071, -2.782], [-9.904, -4.568, -2.598], [-11.545, -4.821, -4.791], [-12.140, -3.164, -4.540], [-11.960, -4.777, -2.386], [-11.323, -3.122, -2.248], [1.336, -7.879, -8.291], [0.751, -8.772, -7.360], [0.813, -10.178, -7.531], [-0.776, -8.334, -7.137], [-1.014, -8.063, -5.752], [0.321, -7.595, -5.214], [1.280, -8.420, -5.888], [-1.335, -8.991, -5.272], [-1.792, -7.314, -5.643], [0.408, -7.713, -4.138], [0.516, -6.554, -5.481], [3.232, 12.778, 1.702], [4.598, 12.610, 2.033], [5.000, 11.957, 3.230], [5.321, 14.035, 1.944], [6.415, 13.978, 1.019], [6.012, 12.916, 0.019], [5.358, 11.916, 0.811], [7.314, 13.690, 1.567], [6.568, 14.950, 0.558], [6.861, 12.488, -0.505], [5.293, 13.301, -0.707]], "forces_ev_per_angstrom": [[0.42, -0.24, 0.01], [-0.34, -0.14, 0.12], [-0.57, -0.97, -0.62], [2.83, 1.34, 0.69], [-0.03, -0.19, 0.03], [-1.19, -0.63, 0.05], [-0.09, -0.04, 0.50], [-0.59, 0.13, -0.06], [0.31, -0.67, 0.30], [0.04, 0.33, -0.50], [-0.13, 0.45, 0.22], [-0.58, 0.02, -0.47], [2.10, -0.79, 0.05], [0.20, 0.36, -0.17], [0.05, -0.52, 0.18], [0.38, 0.39, 0.00], [-0.37, 0.29, -0.35], [-0.10, -0.61, -0.23], [0.16, 0.29, 0.22], [-0.29, 0.58, -0.26], [0.29, -1.01, -0.24], [0.07, 0.81, 1.32], [0.12, -0.26, -0.58], [-0.04, 0.16, -0.56], [0.44, 0.57, 1.43], [0.12, -0.01, -0.20], [-0.06, -0.18, -0.17], [0.28, 0.33, -0.05], [-0.23, -0.08, -0.12], [0.00, -0.18, -0.02], [0.52, -0.04, 0.06], [0.03, 0.59, -0.25], [-0.25, -0.17, -0.09], [0.14, -0.38, 0.42], [-0.39, 0.19, -0.05], [-1.28, 0.80, -0.67], [-0.42, -1.22, 0.39], [-0.12, 0.35, 0.51], [-0.14, 0.08, -0.08], [-0.09, 0.16, 0.02], [-0.02, -0.02, 0.10], [0.13, 0.16, 0.20], [-0.08, 0.09, -0.12], [0.14, 0.07, -0.19], [-0.04, 0.00, 0.05], [0.19, 0.05, -0.11], [0.02, 0.11, -0.01], [0.10, -0.19, 0.00], [0.08, 0.12, -0.07], [-0.14, -0.20, 0.20], [0.08, 0.03, 0.08], [-0.24, -0.07, -0.41], [0.04, -0.32, -0.38], [-0.15, -0.10, 0.02], [0.04, 0.09, 0.18], [-0.01, 0.12, 0.22], [0.00, -0.21, 0.13], [-0.41, -0.30, -0.22], [-0.19, -0.01, 0.01], [0.08, 0.00, -0.26], [-0.10, -0.12, -0.02], [0.07, 0.11, 0.01], [0.07, 0.11, -0.15], [-0.10, -0.01, 0.05], [0.04, -0.04, 0.06], [-0.13, -0.24, 0.15], [-0.05, 0.10, 0.07], [0.32, 0.22, -0.12], [0.23, 0.18, 0.05], [0.28, -0.15, -0.15], [-0.03, 0.00, -0.17], [-0.05, 0.06, -0.26], [-0.03, -0.05, 0.11], [-0.05, -0.59, -0.79], [-0.11, 0.05, 0.20], [-0.27, -0.07, -0.05], [0.20, -0.38, -0.20], [-0.17, 0.42, -0.17], [0.18, -0.24, 0.17], [-0.01, 0.01, -0.03], [0.00, 0.14, 0.22], [-0.11, -0.21, 0.16], [0.06, 0.02, -0.04], [0.42, 0.65, 0.37], [-0.10, 0.36, 0.20], [-0.10, -0.09, -0.15], [-0.27, 0.03, -0.12], [0.09, 0.10, -0.05], [-0.22, 0.08, 0.39], [0.33, -0.09, 0.08], [-0.37, -0.07, -0.15], [-0.08, -0.26, 0.05], [0.09, -0.65, 0.03], [0.01, 0.02, -0.01], [0.10, 0.38, 0.11], [0.89, -0.13, 0.12], [-0.30, 0.07, -0.20], [-0.02, -0.14, -0.22], [0.05, -0.25, 0.37], [0.27, 0.10, -0.42], [-0.02, 0.08, 0.35], [0.01, -0.03, -0.01], [-0.08, 0.21, -0.08], [-0.25, -0.04, 0.09], [0.03, 0.00, 0.02], [0.10, 0.01, -0.09], [-0.30, -0.17, -0.14], [-1.21, 0.49, 0.47], [0.09, 0.16, 0.33], [-0.19, -0.40, -0.10], [-0.12, 0.44, 0.15], [0.02, -0.12, -0.27], [-0.02, 0.00, 0.03], [0.17, 0.15, -0.07], [0.18, -0.16, 0.03], [-0.05, 0.00, -0.02], [-0.03, -0.10, -0.13], [-0.07, 0.12, 0.18], [0.14, 0.00, -0.07], [0.24, 0.23, 0.01], [-0.14, -0.31, 0.35], [-0.04, 0.49, -0.13], [-0.23, -0.26, 0.01], [0.00, 0.02, 0.04], [-0.01, 0.02, -0.25], [0.17, -0.18, -0.04], [-0.04, 0.01, 0.03], [-0.06, 0.01, 0.21], [0.14, 0.09, -0.24], [-0.32, 0.45, -0.35], [-0.17, -0.08, -0.21], [0.43, -0.14, 0.08], [-0.23, 0.28, -0.31], [0.24, 0.05, 0.27], [0.01, -0.01, -0.03], [-0.21, 0.08, 0.11], [-0.04, -0.22, 0.14], [0.03, 0.03, -0.01]]}


[2]
{"formula": "C39H58N3OPPtSi", "method": "wB97M-V/def2-TZVPD", "multiplicity": 3, "s_squared": 2.008, "total_energy_ha": -2510.63265, "fmax_ev_per_a": 0.96, "gap_ev": [7.07, 6.79], "symbols": ["Pt", "C", "C", "C", "C", "C", "C", "N", "N", "Si", "C", "C", "C", "H", "H", "H", "H", "H", "H", "H", "H", "H", "H", "H", "H", "H", "H", "H", "N", "C", "C", "C", "C", "C", "C", "C", "C", "C", "C", "C", "C", "H", "H", "H", "H", "H", "H", "H", "H", "H", "H", "O", "P", "C", "C", "C", "C", "C", "C", "C", "C", "C", "C", "C", "C", "C", "C", "C", "C", "C", "C", "H", "H", "H", "H", "H", "H", "H", "H", "H", "H", "H", "H", "H", "H", "H", "H", "H", "H", "H", "H", "H", "H", "H", "H", "H", "H", "H", "H", "H", "H", "H", "H", "H"], "xyz": [[0.375, -0.190, -2.641], [4.328, -1.188, -3.129], [3.908, 0.247, -3.274], [4.821, 1.236, -3.600], [4.360, 2.545, -3.723], [3.031, 2.838, -3.512], [2.151, 1.794, -3.161], [2.619, 0.532, -3.064], [0.820, 1.892, -2.854], [0.193, 3.300, -2.070], [-1.510, 2.976, -1.390], [1.319, 3.741, -0.625], [0.024, 4.828, -3.134], [5.395, -1.259, -2.923], [4.125, -1.737, -4.053], [3.771, -1.668, -2.325], [5.865, 0.988, -3.748], [5.051, 3.338, -3.985], [2.655, 3.847, -3.621], [-1.513, 2.105, -0.725], [-2.256, 2.837, -2.182], [-1.818, 3.854, -0.810], [1.839, 2.841, -0.277], [0.754, 4.162, 0.216], [2.081, 4.473, -0.913], [-0.695, 4.679, -3.947], [0.970, 5.143, -3.583], [-0.336, 5.657, -2.513], [-2.092, -0.087, -2.232], [-2.990, -1.100, -2.615], [-4.290, -0.744, -2.966], [-5.221, -1.695, -3.341], [-4.853, -3.032, -3.361], [-3.551, -3.383, -3.038], [-2.584, -2.441, -2.672], [-1.174, -2.906, -2.460], [-0.982, -4.183, -1.925], [0.271, -4.776, -1.848], [1.370, -4.116, -2.368], [1.197, -2.837, -2.888], [-0.042, -2.167, -2.868], [-2.463, 0.838, -2.366], [-1.707, -0.184, -1.287], [-4.569, 0.304, -2.932], [-6.227, -1.394, -3.612], [-5.563, -3.796, -3.651], [-3.261, -4.423, -3.125], [-1.837, -4.724, -1.535], [0.375, -5.761, -1.408], [2.351, -4.580, -2.365], [2.046, -2.334, -3.324], [-0.434, -0.100, 0.067], [-0.068, -0.072, 1.528], [-0.937, 1.338, 2.288], [-2.451, 1.380, 2.050], [-2.972, 2.821, 2.244], [-2.092, 3.637, 3.206], [-1.550, 2.744, 4.320], [-0.592, 1.672, 3.753], [-0.260, -1.762, 2.243], [-1.198, -2.613, 1.369], [-2.667, -2.316, 1.659], [-2.983, -2.578, 3.133], [-2.082, -1.755, 4.056], [-0.599, -1.949, 3.734], [1.699, 0.347, 1.699], [2.481, -0.318, 0.546], [3.977, -0.140, 0.787], [4.439, -0.940, 2.019], [3.303, -1.128, 3.041], [2.372, 0.086, 3.077], [-0.514, 2.117, 1.637], [-2.958, 0.713, 2.746], [-2.688, 1.030, 1.044], [-3.990, 2.777, 2.637], [-3.030, 3.328, 1.278], [-2.669, 4.465, 3.624], [-1.252, 4.085, 2.665], [-2.392, 2.263, 4.829], [-1.029, 3.338, 5.073], [-0.655, 0.774, 4.371], [0.438, 2.030, 3.813], [0.756, -2.133, 2.082], [-0.997, -3.667, 1.595], [-0.967, -2.459, 0.315], [-3.307, -2.920, 1.013], [-2.875, -1.268, 1.417], [-2.824, -3.644, 3.341], [-4.033, -2.366, 3.349], [-2.260, -2.031, 5.098], [-2.338, -0.698, 3.967], [-0.323, -2.978, 3.991], [0.009, -1.306, 4.370], [1.710, 1.425, 1.508], [2.180, 0.122, -0.402], [2.242, -1.387, 0.475], [4.175, 0.927, 0.937], [4.544, -0.437, -0.098], [5.280, -0.428, 2.495], [4.807, -1.921, 1.709], [3.717, -1.298, 4.036], [2.727, -2.024, 2.794], [2.964, 0.964, 3.352], [1.636, -0.037, 3.870]], "forces_ev_per_angstrom": [[-0.70, 0.37, -0.55], [0.04, 0.05, -0.01], [-0.12, 0.00, 0.03], [0.02, 0.05, 0.01], [-0.01, -0.03, 0.01], [-0.15, 0.04, -0.01], [-0.03, 0.02, 0.10], [0.37, -0.10, -0.07], [0.29, -0.38, -0.09], [-0.02, 0.03, 0.09], [-0.22, -0.12, 0.11], [0.13, -0.01, 0.11], [0.00, 0.14, -0.24], [0.01, 0.00, -0.01], [0.00, 0.00, 0.02], [0.05, 0.03, 0.01], [-0.05, 0.02, 0.01], [-0.02, -0.01, 0.00], [0.07, -0.08, 0.02], [-0.02, 0.09, -0.08], [0.09, 0.04, 0.09], [0.01, -0.08, -0.05], [-0.04, 0.10, 0.01], [0.06, -0.03, -0.12], [-0.05, -0.09, 0.06], [0.08, 0.01, 0.09], [-0.09, 0.02, 0.02], [0.01, -0.06, -0.06], [0.33, -0.16, 0.31], [0.12, 0.05, -0.05], [-0.08, 0.02, -0.04], [-0.02, -0.04, -0.01], [0.06, 0.02, 0.02], [-0.01, -0.03, -0.05], [0.10, -0.05, 0.01], [-0.22, 0.05, -0.03], [-0.08, -0.05, 0.02], [-0.03, 0.02, 0.00], [-0.01, 0.04, -0.05], [-0.18, -0.26, 0.05], [0.61, 0.11, 0.11], [-0.10, 0.11, 0.04], [-0.15, 0.00, 0.02], [0.01, -0.04, 0.02], [0.06, -0.01, 0.02], [0.03, 0.02, 0.00], [0.03, 0.04, 0.01], [0.01, 0.02, -0.03], [-0.01, 0.02, -0.01], [-0.04, 0.01, -0.01], [-0.02, 0.04, 0.05], [-0.14, 0.04, 0.39], [-0.03, -0.09, -0.37], [-0.06, -0.05, 0.15], [0.02, 0.15, 0.01], [0.09, 0.01, 0.03], [-0.03, -0.11, 0.00], [0.02, -0.02, -0.08], [-0.16, 0.05, -0.05], [-0.11, 0.01, 0.06], [-0.03, 0.07, 0.03], [0.12, 0.01, 0.12], [0.05, 0.02, -0.03], [0.04, -0.06, -0.10], [-0.04, 0.00, -0.11], [0.06, -0.03, 0.02], [0.08, -0.03, 0.13], [-0.02, -0.02, 0.07], [-0.06, 0.04, 0.02], [0.03, 0.07, -0.09], [0.02, -0.08, -0.16], [0.03, 0.06, 0.07], [0.01, -0.02, 0.01], [0.01, -0.03, 0.00], [-0.02, 0.01, -0.01], [0.01, -0.02, 0.02], [0.03, 0.01, -0.02], [-0.02, 0.00, 0.01], [0.03, 0.00, -0.03], [-0.02, -0.02, 0.02], [0.04, 0.05, -0.01], [0.01, 0.00, -0.02], [0.02, -0.09, 0.02], [0.02, 0.02, 0.00], [0.00, -0.01, 0.04], [0.01, 0.00, 0.00], [-0.04, -0.02, -0.03], [-0.03, 0.03, 0.00], [0.02, 0.00, 0.00], [0.00, 0.02, 0.01], [-0.02, 0.00, 0.01], [0.01, -0.01, -0.01], [0.04, 0.00, 0.03], [0.04, 0.05, 0.00], [-0.04, 0.01, -0.04], [0.00, 0.05, -0.01], [0.01, -0.02, -0.03], [-0.01, 0.01, 0.02], [-0.01, -0.02, -0.01], [0.00, 0.01, 0.01], [0.01, -0.03, 0.01], [0.01, 0.01, 0.00], [-0.02, 0.02, -0.01], [-0.04, 0.01, 0.02]]}